[1]
{
  "formula": "C3H6N2O",
  "method": "ωB97M-V/def2-TZVPD",
  "elements": ["O", "N", "N", "C", "C", "C", "H", "H", "H", "H", "H", "H"],
  "xyz": [[-0.35, -1.35, -0.73], [1.62, 1.75, -1.84], [1.88, 0.46, 0.23], [1.77, 1.05, -0.85], [-1.28, -1.19, 0.03], [-1.29, -0.22, 1.18], [-2.10, 0.50, 1.05], [-2.20, -1.79, -0.10], [-0.34, 0.32, 1.26], [1.44, -0.46, 0.22], [-1.49, -0.76, 2.11], [2.32, 1.69, -2.57]],
  "homo_energy_ev": -10.1,
  "total_charge": 0,
  "energy_ev": -8234.958,
  "smiles": "N=C=N.CC=O",
  "homo_lumo_gap_ev": 11.0744,
  "relative_energy_kj_mol": 168.0
}



[2]
{
  "formula": "C5H6I2",
  "method": "ωB97M-V/def2-TZVPD",
  "elements": ["I", "I", "C", "C", "C", "C", "C", "H", "H", "H", "H", "H", "H"],
  "xyz": [[-3.81, -1.72, -0.09], [-2.21, 2.83, 0.13], [0.87, 1.66, -0.53], [1.37, 0.46, -0.46], [0.03, -1.16, 0.93], [0.55, -0.91, -0.42], [-0.26, -1.72, 1.93], [2.42, 0.30, -0.29], [1.26, -1.58, -0.80], [-0.42, -0.68, -0.88], [-0.77, -1.74, 2.89], [0.43, 2.60, -0.63], [-2.40, 1.26, -0.16]],
  "homo_energy_ev": [-9.8, -7.9],
  "total_charge": 0,
  "energy_ev": -21476.695,
  "homo_lumo_gap_ev": [10.0194, 4.4927],
  "relative_energy_kj_mol": 516.5
}



[3]
{
  "formula": "C32H58Br28NO5P2S",
  "method": "ωB97M-V/def2-TZVPD",
  "elements": ["Br", "Br", "Br", "Br", "Br", "Br", "Br", "Br", "Br", "Br", "Br", "Br", "Br", "Br", "Br", "Br", "Br", "Br", "Br", "Br", "Br", "Br", "Br", "Br", "Br", "Br", "Br", "Br", "S", "P", "P", "O", "O", "O", "O", "O", "N", "C", "C", "C", "C", "C", "C", "C", "C", "C", "C", "C", "C", "C", "C", "C", "C", "C", "C", "C", "C", "C", "C", "C", "C", "C", "C", "C", "C", "C", "C", "C", "C", "H", "H", "H", "H", "H", "H", "H", "H", "H", "H", "H", "H", "H", "H", "H", "H", "H", "H", "H", "H", "H", "H", "H", "H", "H", "H", "H", "H", "H", "H", "H", "H", "H", "H", "H", "H", "H", "H", "H", "H", "H", "H", "H", "H", "H", "H", "H", "H", "H", "H", "H", "H", "H", "H", "H", "H", "H", "H"],
  "xyz": [[-5.49, 0.13, -2.72], [8.93, -2.34, -6.44], [3.52, 6.10, 8.43], [-5.17, -7.80, 0.27], [0.32, -7.29, -2.64], [1.21, 3.96, 7.92], [-1.10, 5.07, 14.40], [3.35, -0.45, -4.15], [3.41, 1.19, 7.21], [2.19, 4.56, 10.89], [-1.17, -14.84, 2.10], [-3.50, -12.77, 1.46], [-0.27, 7.95, 15.48], [-2.30, -8.99, 0.99], [-0.82, -12.73, -0.26], [7.42, -0.03, -4.85], [-3.46, -6.53, 2.65], [5.85, -1.79, -7.01], [0.40, 1.33, 6.04], [4.86, 8.48, -1.06], [0.37, -4.73, -4.52], [1.92, 8.90, -2.24], [3.07, -5.79, -3.21], [-3.92, -1.25, -5.13], [2.85, 0.54, 4.16], [2.45, 6.71, 0.02], [0.05, 7.25, 12.39], [-7.04, -1.79, -4.73], [-4.36, 3.46, -4.32], [4.96, 3.24, -0.33], [3.55, 1.58, -0.51], [0.69, 3.65, 3.24], [5.20, 3.88, -1.78], [0.93, 0.09, -3.05], [4.46, 4.26, 0.60], [6.31, 2.67, 0.25], [1.97, 2.82, -2.67], [1.91, 5.29, 9.13], [2.15, 0.49, 5.95], [0.26, 3.83, -0.97], [-0.75, 3.72, 1.39], [0.10, 1.21, -2.90], [2.26, 0.19, -2.61], [3.18, 7.65, -1.49], [0.09, 6.57, 14.19], [-1.08, -4.32, -0.63], [-3.89, -8.14, 1.67], [0.32, 3.18, 0.43], [0.81, 2.39, -3.52], [-1.17, 0.94, -3.68], [-1.60, -13.08, 1.47], [2.82, 1.63, -2.24], [-3.44, 1.87, -4.33], [0.17, -3.50, -0.36], [-5.61, -0.52, -4.53], [2.39, -0.87, -1.53], [1.72, -2.18, -2.00], [1.62, 4.45, 3.98], [-5.97, -3.21, -0.98], [-2.32, 1.88, -3.30], [0.32, -2.35, -1.37], [1.60, 3.90, -1.69], [-4.74, -3.95, -1.48], [-3.62, -4.10, -0.44], [7.26, -1.76, -5.69], [-0.07, 4.55, 2.45], [1.34, -6.27, -3.91], [-6.50, -3.70, 0.39], [-2.31, -3.43, -0.89], [-7.57, -3.83, 0.37], [0.13, -3.07, 0.64], [1.07, -4.12, -0.38], [-2.35, -3.27, -1.96], [-4.18, 1.12, -4.09], [2.09, 3.92, 4.80], [-0.38, -2.50, -2.18], [1.83, -0.57, -0.65], [-0.03, 4.86, -0.80], [-4.35, -8.82, 2.37], [-2.73, 1.59, -2.33], [-0.76, 5.14, 3.05], [1.58, -2.20, -3.07], [-0.99, 1.05, -4.75], [2.37, 4.12, -0.96], [0.65, 5.19, 1.93], [0.28, 2.10, 0.33], [1.23, 2.07, -4.47], [1.55, 4.81, -2.28], [3.42, -1.09, -1.30], [2.53, 3.31, -3.36], [6.99, -2.47, -4.92], [-0.57, 3.39, -1.52], [-5.00, -4.94, -1.85], [-3.42, -5.16, -0.29], [2.41, 4.84, 3.34], [3.74, 1.69, -2.80], [-1.95, 2.89, -3.22], [-3.72, 4.18, -3.40], [-3.06, 1.75, -5.33], [-5.83, 0.32, -5.16], [0.01, -1.42, -0.88], [-0.86, -4.93, -1.51], [2.00, -0.55, 6.21], [3.39, 6.91, -2.26], [1.17, 6.07, 9.22], [2.60, 1.96, 0.45], [-1.17, -12.37, 2.16], [-3.89, -3.68, 0.53], [-1.20, 2.87, 1.90], [6.47, 3.20, 1.06], [-1.54, 4.27, 0.89], [-6.24, -2.98, 1.17], [-4.36, -3.40, -2.34], [5.87, 4.58, -1.67], [-6.01, -4.62, 0.66], [-1.48, -0.09, -3.53], [-0.18, 1.36, -1.86], [2.35, -3.01, -1.72], [0.14, 3.22, -3.71], [-6.79, -3.28, -1.69], [1.27, 3.47, 0.86], [1.09, 6.21, 14.38], [-2.17, -2.47, -0.39], [-1.24, -4.97, 0.23], [1.05, 5.29, 4.39], [1.52, -6.91, -4.77], [-5.70, -2.16, -0.91]],
  "homo_energy_ev": -11.2,
  "total_charge": 1,
  "energy_ev": -2036445.357,
  "homo_lumo_gap_ev": 8.3670,
  "relative_energy_kj_mol": 130.2
}